No. 1
Density functional theory data (ωB97M-V/def2-TZVPD) for a structure of composition C32H31N2OPRe.

Properties
total charge: +3

Last column: natural (NBO) charge in e.
CARTESIAN COORDINATES (ANGSTROEM)
Re (-1.26972, -0.13702, -0.03442)  0.79
O (-2.07132, -0.76670, -2.19826)  -0.53
C (-0.94957, -0.35909, -1.94885)  0.49
C (1.54532, -0.09207, -2.31923)  0.00
C (2.67757, -0.39606, -3.04827)  -0.19
C (3.93905, -0.31297, -2.45517)  -0.12
C (4.07606, 0.10814, -1.14241)  -0.17
C (2.94454, 0.43174, -0.40914)  -0.14
C (1.67118, 0.31039, -0.97860)  -0.12
P (0.02110, 1.28764, 1.32658)  1.14
C (1.07974, 1.27218, 2.74960)  -0.35
C (1.56441, 0.08620, 3.30911)  -0.21
C (2.43916, 0.14751, 4.37895)  -0.19
C (2.82006, 1.38332, 4.89393)  -0.14
C (2.33501, 2.55947, 4.34170)  -0.17
C (1.45882, 2.51407, 3.26690)  -0.20
C (-0.61309, 2.88073, 0.87999)  -0.36
C (0.09987, 3.69919, -0.01066)  -0.23
C (-0.39206, 4.95214, -0.32595)  -0.18
C (-1.58941, 5.38825, 0.23858)  -0.13
C (-2.30170, 4.58241, 1.11786)  -0.19
C (-1.81952, 3.32389, 1.44472)  -0.19
H (2.60642, -0.67676, -4.09312)  0.24
H (4.81590, -0.56171, -3.03854)  0.26
H (5.05716, 0.19122, -0.69515)  0.26
H (3.03298, 0.75631, 0.62128)  0.24
H (1.28063, -0.87281, 2.91148)  0.21
H (2.82137, -0.76333, 4.82043)  0.25
H (3.49825, 1.42705, 5.73622)  0.25
H (2.63242, 3.51593, 4.75015)  0.25
H (1.07316, 3.43538, 2.84891)  0.24
H (1.05048, 3.37148, -0.41942)  0.23
H (0.16053, 5.60134, -0.99276)  0.25
H (-1.96276, 6.37476, -0.00419)  0.26
H (-3.22438, 4.93948, 1.55575)  0.26
H (-2.36334, 2.70537, 2.15106)  0.23
C (-2.75478, -2.13337, 0.89166)  -0.33
C (-3.13453, -3.57789, 1.40476)  -0.22
N (-1.95523, -4.41211, 1.43900)  -0.37
C (-0.96072, -3.84366, 2.33749)  -0.26
C (-0.51996, -2.44518, 1.82763)  -0.25
N (-1.27764, -2.11767, 0.57180)  -0.37
C (-0.98542, -3.17127, -0.46878)  -0.25
C (-1.38669, -4.55720, 0.10328)  -0.26
H (-2.94663, -1.38032, 1.67035)  0.23
H (-3.30898, -1.88808, -0.02098)  0.25
H (-3.87626, -4.00907, 0.73649)  0.24
H (-3.56672, -3.50430, 2.39985)  0.24
H (-0.10497, -4.51409, 2.39021)  0.24
H (-1.38725, -3.76677, 3.33603)  0.24
H (0.53583, -2.39805, 1.56750)  0.22
H (-0.74939, -1.65863, 2.54525)  0.22
H (0.07719, -3.09036, -0.69649)  0.22
H (-1.56348, -2.91856, -1.35351)  0.22
H (-0.51937, -5.21181, 0.16220)  0.24
H (-2.12136, -5.03308, -0.54343)  0.24
C (0.53104, 0.50429, -0.13043)  -0.26
C (0.19412, -0.05876, -3.01423)  -0.33
C (-0.22065, 1.31052, -3.42665)  0.05
C (-0.89797, 1.53379, -4.57867)  -0.27
C (-1.14939, 0.44661, -5.44318)  0.12
C (-0.68996, -0.86160, -5.18943)  -0.28
C (-0.00059, -1.09764, -4.04827)  0.12
H (0.00015, 2.12421, -2.74249)  0.25
H (-1.22285, 2.52871, -4.85087)  0.28
H (-1.70162, 0.63246, -6.35994)  0.27
H (-0.86719, -1.64921, -5.90914)  0.28
H (0.38695, -2.08897, -3.83608)  0.24

No. 2
Density functional theory data (ωB97M-V/def2-TZVPD) for a structure of composition C32H32AlN4OS4.

Properties
total charge: +3

Last column: Mulliken charge in e.
CARTESIAN COORDINATES (ANGSTROEM)
Al (-0.11251, -0.16541, -0.23047)  -2.12
S (-0.82597, 0.40167, 6.71505)  -0.15
C (-2.43873, 0.36731, 7.24615)  -0.34
C (-3.31707, 0.15960, 6.22171)  -0.59
C (-2.66448, 0.02891, 4.97950)  -0.48
C (-1.29588, 0.13900, 5.07855)  0.28
C (-0.31059, 0.05257, 4.01327)  0.73
C (-0.72069, -0.03712, 2.67232)  -0.25
N (0.14040, -0.11096, 1.65730)  0.89
C (1.47953, -0.09951, 1.90835)  0.21
C (1.98855, -0.02336, 3.20150)  0.30
C (3.42033, -0.03524, 3.37058)  -1.19
C (4.24915, -0.11891, 2.30735)  -1.14
C (3.73475, -0.19215, 0.96229)  0.20
C (4.52824, -0.28221, -0.18773)  -0.56
C (3.96191, -0.35682, -1.46021)  0.60
C (2.55885, -0.32630, -1.53162)  -0.18
N (1.78151, -0.22439, -0.45131)  0.53
C (2.35450, -0.16805, 0.78477)  0.07
C (4.75563, -0.46835, -2.67188)  0.27
C (4.34573, -0.28495, -3.97283)  -0.43
C (5.38623, -0.46547, -4.90578)  -0.61
C (6.56865, -0.78719, -4.30337)  -0.37
S (6.42988, -0.86954, -2.61265)  -0.13
C (1.06401, 0.05354, 4.25019)  -0.65
H (-2.66078, 0.50011, 8.29337)  0.48
H (-4.38587, 0.09889, 6.35830)  0.42
H (-3.20235, -0.15448, 4.05950)  0.37
H (-1.77209, -0.04463, 2.41705)  0.42
H (3.82163, 0.02022, 4.37411)  0.51
H (5.32187, -0.13277, 2.44976)  0.52
H (5.60673, -0.28848, -0.07841)  0.52
H (2.05648, -0.39633, -2.48794)  0.51
H (3.34303, -0.00573, -4.26681)  0.34
H (5.27277, -0.36041, -5.97381)  0.42
H (7.51965, -0.98427, -4.77277)  0.47
H (1.43590, 0.10855, 5.26690)  0.54
N (-3.50453, -5.83212, -2.42621)  -0.35
C (-2.22729, -5.45100, -2.51951)  -0.08
S (-1.04362, -6.15233, -3.39177)  -0.21
C (-1.84332, -4.17479, -1.84807)  0.50
C (-2.47877, -2.97072, -2.16340)  -0.50
C (-1.97958, -1.79450, -1.66111)  -0.03
N (-0.90702, -1.76143, -0.83682)  0.25
C (-0.32467, -2.93969, -0.48206)  -0.15
C (-0.75704, -4.14223, -0.96617)  -0.97
H (-3.79110, -6.68186, -2.89141)  0.24
H (-4.14110, -5.43299, -1.75574)  0.23
H (-3.33011, -2.94993, -2.82983)  0.50
H (-2.42077, -0.84019, -1.91574)  0.32
H (0.51719, -2.88239, 0.19837)  0.65
H (-0.24839, -5.05705, -0.69536)  0.52
C (-3.30546, 1.38137, -3.43269)  -1.03
C (-3.24878, 2.85560, -3.05865)  -0.59
C (-2.64214, 3.11017, -1.68272)  -0.63
S (-0.91181, 2.57196, -1.64368)  0.41
O (-0.97863, 1.20410, -0.84815)  0.48
C (-0.08660, 3.73085, -0.52509)  -0.98
C (-0.26560, 3.51748, 0.97363)  0.28
C (-1.69035, 3.59701, 1.50345)  -1.16
H (-3.78121, 1.24960, -4.40242)  0.43
H (-3.88496, 0.81392, -2.70012)  0.27
H (-2.30293, 0.94686, -3.51221)  0.30
H (-4.25435, 3.27882, -3.03498)  0.41
H (-2.70045, 3.42351, -3.81249)  0.34
H (-3.14286, 2.56207, -0.88383)  0.32
H (-2.63252, 4.17020, -1.42719)  0.54
H (-0.45199, 4.70663, -0.85903)  0.66
H (0.96489, 3.67130, -0.81131)  0.48
H (0.34563, 4.29229, 1.44178)  0.51
H (0.20058, 2.57030, 1.25954)  -0.29
H (-2.17388, 4.53168, 1.21642)  0.37
H (-1.68688, 3.56104, 2.59227)  0.40
H (-2.30850, 2.76913, 1.15194)  0.15

No. 3
Density functional theory data (ωB97M-V/def2-TZVPD) for a structure of composition C32H32AsBrN3O6Zr.

Properties
total charge: +3

Last column: Mulliken charge in e.
CARTESIAN COORDINATES (ANGSTROEM)
Zr (-0.20614, -0.93573, 0.05224)  0.51
O (-2.96519, 2.72429, 0.67600)  -0.70
C (-1.85396, 3.49128, 0.83988)  0.78
C (-2.06425, 4.85789, 0.97409)  -0.72
C (-1.00097, 5.72126, 1.14557)  -0.41
C (0.30772, 5.24467, 1.18175)  -0.92
C (0.52652, 3.89421, 1.04140)  -0.49
C (-0.54438, 3.00338, 0.88036)  -0.11
C (-0.19580, 1.55310, 0.77995)  0.94
O (-1.21323, 0.69373, 0.25752)  -1.12
N (0.20590, 1.04449, 2.10529)  -0.29
N (0.04804, -0.31241, 2.20899)  -0.08
C (-0.01758, -0.90646, 3.34181)  -0.32
C (-0.25346, -2.31565, 3.44558)  0.37
Br (-0.78999, -3.09300, 1.74069)  -0.11
C (-0.28743, -3.11743, 4.52190)  -0.67
C (0.11583, -2.75431, 5.86564)  0.65
C (1.12592, -1.81868, 6.13515)  -0.45
C (1.43754, -1.49447, 7.44053)  -0.65
C (0.74696, -2.09492, 8.48891)  -0.43
C (-0.23675, -3.04318, 8.23419)  -0.63
C (-0.53873, -3.38840, 6.93092)  -0.51
H (-2.72310, 1.79841, 0.55664)  0.36
H (-3.08516, 5.21666, 0.94712)  0.50
H (-1.19023, 6.78186, 1.24740)  0.44
H (1.13936, 5.92343, 1.31206)  0.46
H (1.54103, 3.50596, 1.05961)  0.41
H (0.70206, 1.45922, 0.12275)  -0.16
H (-0.03601, 1.61760, 2.90505)  0.44
H (0.05079, -0.34560, 4.27095)  0.76
H (-0.67795, -4.12305, 4.39220)  0.43
H (1.71303, -1.40305, 5.32397)  0.63
H (2.23332, -0.79206, 7.64971)  0.41
H (0.99390, -1.83828, 9.51118)  0.42
H (-0.75614, -3.52214, 9.05371)  0.42
H (-1.30284, -4.13011, 6.72753)  0.38
O (-2.38040, -3.78102, -2.23368)  -0.38
C (-1.51048, -3.04498, -1.64768)  0.54
O (-1.76871, -2.00868, -1.01311)  -0.61
C (-0.08197, -3.47674, -1.74682)  0.22
C (0.41688, -4.60623, -2.37298)  -0.70
C (1.78854, -4.82398, -2.31091)  -0.90
C (2.60644, -3.92311, -1.63282)  -0.92
C (2.01950, -2.82017, -1.03935)  1.08
N (0.70638, -2.61140, -1.11658)  0.66
C (2.65081, -1.72357, -0.23317)  0.58
O (3.90045, -1.62345, 0.02702)  -0.39
O (1.88489, -0.85141, 0.20609)  -0.29
H (-3.29826, -3.46287, -2.12197)  0.46
H (-0.24065, -5.29514, -2.89047)  0.66
H (2.21903, -5.69842, -2.78391)  0.50
H (3.67451, -4.10019, -1.58437)  0.38
H (4.47328, -2.32171, -0.33247)  0.33
C (-0.87589, -0.75305, -3.88240)  -1.52
As (0.06851, 0.15766, -2.45421)  1.59
C (1.80478, 0.40827, -3.27088)  -1.41
C (-0.73192, 1.95641, -2.52924)  -0.87
C (-0.78835, 2.48357, -3.92839)  0.04
C (0.28523, 3.19525, -4.46031)  -0.27
C (0.21335, 3.72189, -5.74138)  -0.84
C (-0.93258, 3.54015, -6.50246)  -0.51
C (-2.00953, 2.83951, -5.97796)  -0.79
C (-1.93656, 2.31201, -4.69703)  -0.21
H (-0.76744, -0.15347, -4.78303)  0.51
H (-1.93471, -0.83538, -3.64181)  0.37
H (-0.45296, -1.74220, -4.06322)  0.46
H (1.66011, 0.97128, -4.18986)  0.52
H (2.25400, -0.55540, -3.50927)  0.45
H (2.46251, 0.96411, -2.60498)  0.41
H (-0.12817, 2.58997, -1.87924)  0.48
H (-1.71874, 1.85022, -2.08295)  0.64
H (1.17153, 3.36650, -3.85647)  0.48
H (1.04357, 4.28980, -6.14178)  0.43
H (-0.99142, 3.95596, -7.49921)  0.43
H (-2.91194, 2.72009, -6.56292)  0.44
H (-2.79222, 1.78740, -4.28206)  0.41

Short version: orbital gap = 0.210, 0.221, 0.166 hartree, in the order given.